Entry from the OMol25 dataset: a 2-piece molecular cluster, C3H4N2O2S overall at a distorted geometry (ωB97M-V/def2-TZVPD).

Calculated values
Lowest unoccupied orbital energy: -0.0281 Eh
HOMO: -8.62 eV
Orbital gap: 0.289 Ha
Energy above the lowest of the compared OMol25 structures with the same formula, charge and spin: 155.6 kcal/mol

XYZ file:
```
12
Properties=species:S:1:pos:R:3:forces:R:3
S -0.8307 1.2392 1.7078 0.2 0.3 -0.6
O -1.1382 0.7556 -0.8495 1.8 -1.9 -0.2
O 1.2623 -1.8592 -1.7574 -0.1 2.2 -3.4
N -0.1218 0.7528 0.1971 -2.0 1.4 2.0
N 1.4132 -0.8558 1.1965 -1.7 -0.3 -2.3
C 0.3647 -1.0001 -1.0471 -0.2 0.2 -3.9
C -0.6505 -0.2955 -1.6638 1.0 0.1 3.3
C 0.5495 -0.4596 0.2994 3.4 -0.8 0.6
H 1.5401 -1.4071 -3.0525 -1.5 -1.6 5.7
H -0.1703 2.4040 1.7795 -0.1 0.1 0.0
H 1.5297 -0.3361 2.0498 -0.5 0.6 0.1
H -1.2234 -0.4075 -2.5323 -0.2 -0.2 -1.3
```
Forces are in eV/Å.